Record 1
This record from the OMol25 dataset describes a cluster of 3 separate species, C11H20FN2O3S in total. The level of theory is the ωB97M-V functional and the def2-TZVPD basis.

Last column: natural (NBO) charge in e.
Cartesian coordinates (Å):
S  -0.27617  -1.23442  -2.87717  2.24
F  -3.39960  -1.48396  -1.47332  -0.37
O  0.83963  -0.80624  -1.75522  -1.07
O  -0.87875  -2.53244  -2.42417  -0.99
O  0.43360  -1.30676  -4.20338  -1.00
N  1.41521  -0.55482  3.41697  -0.39
N  -2.64419  2.95556  -0.31140  -0.37
C  1.94798  -1.30002  2.72228  0.33
C  4.06784  -1.84817  1.54016  -0.37
C  -3.70825  -1.30831  -2.84208  0.05
C  -1.10721  1.42402  1.14505  -0.53
C  -1.06761  1.81884  2.62011  -0.39
C  -1.97196  2.28598  0.33895  0.31
C  4.19723  -0.53606  0.77572  -0.62
C  -0.43102  3.18182  2.86252  -0.61
C  2.61571  -2.23896  1.81743  -0.53
C  -1.47388  0.17104  -2.90766  -0.66
C  -2.88141  -0.15666  -3.56018  -0.45
H  3.65850  -0.58109  -0.17434  0.24
H  -1.54645  0.66023  -1.87187  0.25
H  -2.81630  -0.34454  -4.68109  0.22
H  -0.49283  1.06231  3.16032  0.24
H  3.80532  0.30427  1.35372  0.21
H  5.24820  -0.32898  0.55917  0.20
H  -0.99823  0.97292  -3.56652  0.24
H  4.53594  -2.64262  0.95191  0.21
H  -1.47152  0.39587  1.06608  0.27
H  4.62564  -1.77620  2.47956  0.19
H  2.59527  -3.23599  2.26694  0.24
H  -0.37855  3.38747  3.93452  0.21
H  0.58547  3.21610  2.46182  0.20
H  -3.56891  -2.25661  -3.45903  0.18
H  -3.50783  0.79528  -3.45694  0.20
H  -4.81599  -1.04230  -2.90810  0.14
H  2.06060  -2.30454  0.87635  0.29
H  -1.01115  3.98364  2.39857  0.20
H  -2.07744  1.81474  3.04284  0.19
H  -0.09439  1.43380  0.73285  0.27

For the frontier orbital gap, the calculation gives 0.2856 hartree. As for the net charge: -1. The highest occupied orbital energy is -0.1742 Eh.

=====

Record 2
This record from the OMol25 dataset describes the ion C4H8NOS with charge +1. The level of theory is the ωB97M-V functional and the def2-TZVPD basis.

Last column: natural (NBO) charge in e.
Cartesian coordinates (Å):
S  0.83509  -1.09618  -1.30718  0.52
O  1.15644  1.43239  -0.32172  -0.70
N  -0.21418  0.12479  0.93706  -0.61
C  0.16738  0.54301  -0.48443  0.35
C  0.10870  -1.34633  1.19074  0.00
C  0.64840  -1.98404  0.14268  -0.61
C  -1.07993  1.08714  -1.14424  -0.68
H  2.08772  1.03038  -0.30148  0.52
H  1.18876  -2.98431  0.29965  0.28
H  0.23414  -1.76134  2.18902  0.24
H  -1.89785  0.38195  -1.12592  0.25
H  -1.44445  1.94449  -0.44373  0.24
H  -0.81278  1.52172  -2.15267  0.28
H  -1.23692  0.22236  1.01568  0.45
H  0.25948  0.88399  1.50656  0.47

For the frontier orbital gap (spin up / spin down), the calculation gives 0.2448 / 0.3162 hartree. As for the net charge: +1. As for the spin multiplicity: 3. The highest occupied orbital energy (spin up / spin down) is -0.3699 / -0.5686 Eh. The calculation puts the energy relative to the best compared isomer or geometry (same formula, charge and spin) at 0.889 eV.

=====

Record 3
This record from the OMol25 dataset describes a cluster of 2 separate species, C9H16NO7 in total. The level of theory is the ωB97M-V functional and the def2-TZVPD basis.

Last column: natural (NBO) charge in e.
Cartesian coordinates (Å):
O  -3.36795  -0.54423  0.51400  -0.70
O  -2.43897  -2.52615  -2.25694  -0.57
O  -0.53399  -1.81437  -1.28744  -0.50
O  -3.10659  0.03613  2.66514  -0.59
O  -2.02444  -0.33640  -1.96055  -0.49
O  0.38137  -2.23597  -4.66756  -1.36
O  1.30340  1.20774  1.30130  -0.73
N  3.94225  0.65712  2.03629  -0.83
C  -1.72333  -1.65486  -1.88579  0.98
C  -2.00033  1.39778  1.06626  -0.54
C  -1.08262  0.37953  -1.17642  0.06
C  1.24218  -0.49629  -0.40121  -0.44
C  3.32072  -0.14961  0.99378  -0.24
C  -1.65470  1.57479  -0.42052  -0.41
C  -2.86045  0.23658  1.49942  0.80
C  1.78149  -0.09809  0.96103  0.08
C  -0.27344  -0.67141  -0.41984  0.09
H  1.53819  0.24377  -1.14585  0.21
H  -0.19993  -2.16508  -3.89974  0.37
H  -0.88678  2.34826  -0.46385  0.21
H  -2.50882  1.98456  -0.95490  0.23
H  -3.27987  -1.46990  0.78466  0.50
H  -0.66640  -0.99583  0.54386  0.17
H  3.99713  1.62652  1.76977  0.36
H  3.44756  0.57401  2.91144  0.35
H  -0.38145  0.79639  -1.90654  0.19
H  -1.10982  1.36120  1.68643  0.26
H  -2.56175  2.27609  1.38994  0.24
H  3.72926  0.15709  0.03356  0.19
H  1.32390  1.73349  0.49475  0.46
H  3.60085  -1.18341  1.19565  0.19
H  1.39396  -0.79432  1.70469  0.17
H  1.65939  -1.45516  -0.70479  0.26

For the frontier orbital gap, the calculation gives 0.1622 hartree. As for the net charge: -1. The highest occupied orbital energy is -0.0762 Eh. The calculation puts the energy relative to the best compared isomer or geometry (same formula, charge and spin) at 0.000 eV.

=====

Record 4
This record from the OMol25 dataset describes a cluster of 2 separate species, CH2Cl2NO2P in total. The level of theory is the ωB97M-V functional and the def2-TZVPD basis.

Last column: natural (NBO) charge in e.
Cartesian coordinates (Å):
Cl  -1.75308  -1.84048  -0.00771  0.01
Cl  -2.85592  0.73466  0.11216  0.06
P  0.81485  0.04489  -1.42284  1.20
O  -0.29571  0.83712  -0.92056  -0.86
O  -0.86215  0.02728  1.47942  -0.51
N  2.00604  0.24958  -0.25386  -1.13
C  -1.64952  -0.27749  0.68729  0.43
H  1.83442  0.52452  0.72139  0.43
H  2.76108  -0.30008  -0.39530  0.38

For the frontier orbital gap (spin up / spin down), the calculation gives 0.2729 / 0.2827 hartree. As for the spin multiplicity: 3. The highest occupied orbital energy (spin up / spin down) is -0.2451 / -0.4049 Eh. The calculation puts the energy relative to the best compared isomer or geometry (same formula, charge and spin) at 0.000 eV.

=====

Record 5
This record from the OMol25 dataset describes a cluster of 2 separate species, C5H16N2O2 in total. The level of theory is the ωB97M-V functional and the def2-TZVPD basis.

Last column: natural (NBO) charge in e.
Cartesian coordinates (Å):
O  0.01181  1.39447  -1.13605  -0.75
O  -1.89555  0.00966  0.33804  -0.75
N  -2.11445  -2.27958  0.57284  -0.86
N  -1.46631  -1.37955  -1.46788  -0.86
C  0.17525  -1.38459  0.48245  -0.45
C  2.26741  2.19977  -0.73977  -0.64
C  0.42672  -0.71174  1.82558  -0.62
C  0.77585  2.42964  -0.54597  -0.06
C  -1.36488  -1.22551  -0.03878  0.53
H  0.45917  3.35788  -1.02779  0.18
H  2.58026  1.28331  -0.24168  0.20
H  -1.11052  -2.28047  -1.76007  0.37
H  2.50284  2.12099  -1.79883  0.21
H  0.19340  0.35259  1.77222  0.21
H  -0.21705  -1.13774  2.58931  0.21
H  -1.50889  0.70406  -0.22860  0.49
H  -0.99982  -0.63398  -1.97022  0.37
H  -2.97391  -2.44295  0.07006  0.38
H  0.31758  -2.46272  0.57686  0.22
H  0.91209  -1.06815  -0.26179  0.17
H  0.54258  2.49796  0.52625  0.16
H  2.83197  3.02741  -0.31999  0.22
H  0.45460  0.55551  -0.90983  0.48
H  -2.26180  -2.07594  1.55328  0.37
H  1.46164  -0.85033  2.14035  0.21

For the frontier orbital gap, the calculation gives 0.3725 hartree. The SMILES is CCC(N)(N)O.CCO. The highest occupied orbital energy is -0.3403 Eh. The calculation puts the energy relative to the best compared isomer or geometry (same formula, charge and spin) at 0.750 eV.

=====

Record 6
This record from the OMol25 dataset describes a cluster of 12 separate species, C44H72F24O28S4 in total. The level of theory is the ωB97M-V functional and the def2-TZVPD basis.

Last column: Mulliken charge in e.
Cartesian coordinates (Å):
S  1.83608  1.15894  -4.41863  0.95
S  -1.26431  5.82503  -0.31738  1.14
S  0.54507  4.21420  5.23646  1.01
S  -0.52830  -4.66197  -4.92390  0.96
F  4.06586  1.85582  5.70976  -0.18
F  -0.41137  -4.86491  5.10098  -0.28
F  -3.38142  2.85698  -3.10495  -0.13
F  4.23031  7.74635  0.74924  -0.26
F  4.81612  -4.54373  -1.99013  -0.25
F  6.54468  -3.46889  -2.48343  -0.28
F  -5.56886  -0.24766  0.62844  -0.32
F  -0.66546  -1.83024  0.30819  0.13
F  2.65999  6.82291  1.89620  -0.19
F  -2.08166  -5.11532  3.77204  -0.14
F  5.47941  0.27295  5.98936  -0.28
F  -4.71715  2.48092  -4.69231  -0.30
F  -5.20733  1.80890  -2.71610  -0.26
F  -2.60210  -8.54865  -0.46912  -0.25
F  -3.28769  -7.04592  0.93654  -0.18
F  -1.82136  -8.47141  1.48367  -0.27
F  -3.99046  0.48933  1.86200  -0.18
F  4.68356  -3.23813  -3.62990  -0.23
F  -3.55651  -0.16052  -0.15304  -0.05
F  -2.46113  -4.31537  5.75405  -0.28
F  3.50163  0.08779  6.76732  -0.28
F  -0.81566  -1.79387  -1.81951  -0.22
F  1.10936  -1.98583  -0.89766  0.06
F  2.16511  7.76819  0.03609  -0.27
O  -1.85473  4.92604  0.79826  -0.17
O  -0.46559  -6.18349  0.94363  -0.43
O  2.05837  3.65402  5.02798  -0.07
O  -0.32836  3.46191  4.28130  -0.41
O  -3.74137  -1.84614  2.71670  -0.56
O  -1.18038  -6.36975  -1.17851  -0.61
O  1.36474  2.64290  -4.25056  -0.38
O  -0.13696  -5.30604  -6.13195  -0.67
O  -0.72233  -2.94401  3.08999  -0.16
O  -4.45284  -2.74226  0.76202  -0.20
O  3.72623  4.74607  0.10439  -0.61
O  -1.10736  -3.31858  -4.97240  -0.42
O  -1.56790  -5.59734  -4.16491  -0.11
O  2.79193  0.76096  3.88681  -0.25
O  -2.46509  0.63843  -4.35533  -0.51
O  3.17727  1.31583  -4.99860  -0.73
O  0.02280  5.29685  -0.55881  -0.29
O  0.54273  5.63736  5.22206  -0.61
O  -1.66919  -1.87582  4.84645  -0.40
O  2.86512  6.11659  -1.47469  -0.29
O  -4.29969  -0.38166  -3.56757  -0.28
O  -0.79263  0.81308  -1.30890  -0.39
O  1.00907  0.45757  0.02872  0.14
O  -2.19031  5.87097  -1.38940  -0.72
O  4.10402  -1.08334  3.94499  -0.42
O  5.09990  -1.01996  -1.94357  -0.25
O  4.14769  -2.42878  -0.45887  -0.42
O  1.70050  0.40647  -3.21059  -0.30
C  -3.70505  3.46917  0.74785  -0.41
C  -3.63219  -1.63460  -3.89387  0.62
C  -1.40953  -7.03825  -4.19098  0.03
C  -1.35426  -0.55566  4.37128  1.09
C  -3.23604  4.80900  1.10475  -0.76
C  -4.09682  -1.79410  1.55234  0.34
C  -4.26110  -0.39713  0.95040  0.71
C  -1.60880  -4.33094  4.70515  0.68
C  -0.54302  4.19542  -4.33088  -1.43
C  -1.27017  -2.90748  4.15047  0.06
C  0.81984  -4.69747  -3.83185  -0.59
C  5.20514  -3.33977  -2.40574  0.81
C  -1.13009  7.39136  0.55142  -1.17
C  -3.54871  0.62180  -3.87502  0.21
C  -1.19327  -6.67637  -0.00425  0.34
C  0.03073  0.09229  -0.76154  -0.67
C  2.14199  -2.09652  2.77504  -0.15
C  3.25065  5.77522  -0.29764  0.68
C  -2.10333  0.46922  5.17447  -1.25
C  0.07255  2.94570  -3.65235  1.73
C  3.60123  -1.61332  2.72466  -0.15
C  3.90858  5.08086  4.30806  -1.50
C  0.97115  1.80562  0.44330  1.15
C  -5.84020  -4.12917  2.28899  -1.40
C  5.38018  1.29953  -1.69443  -1.32
C  3.46542  6.12246  -3.81271  -1.53
C  -2.25110  -7.74269  0.46461  0.70
C  3.02639  5.30154  -2.58640  0.76
C  0.61933  0.41720  -5.65622  -0.68
C  0.27701  3.47355  6.87809  -1.05
C  4.19383  0.55364  5.72576  0.81
C  0.09240  1.95907  1.62578  0.60
C  -4.48357  -2.76123  -3.38676  -1.20
C  4.83632  0.07945  -1.10306  1.05
C  3.61394  0.06301  4.37937  0.12
C  -4.65011  -4.00323  1.37866  0.32
C  -2.68610  -7.72986  -4.61499  -1.47
C  2.74047  4.17366  3.85057  0.28
C  -4.21821  1.94880  -3.60806  0.82
C  -0.09460  -1.41680  -0.80558  0.93
C  4.76784  -2.18882  -1.46485  0.32
C  3.14644  7.04152  0.61089  0.79
C  0.28883  -4.98669  0.60521  0.92
C  1.51402  -5.31027  -0.22635  -0.99
H  0.41816  -4.25381  -2.91266  -0.13
H  2.12032  -4.42561  -0.34130  0.04
H  4.68288  5.21535  3.54636  0.35
H  -0.58340  -7.33324  -4.82186  0.58
H  3.68152  -0.95931  1.80099  0.06
H  -2.66538  -1.56607  -3.40417  -0.29
H  -0.61107  2.10507  -3.78291  0.10
H  -5.95584  -5.17875  2.66066  0.38
H  0.54262  -4.49331  1.55519  -0.03
H  -0.92978  7.00274  1.59131  0.28
H  2.01867  -2.46733  3.79025  0.57
H  5.32226  -0.05593  -0.08652  0.19
H  1.99365  -2.90958  2.04162  -0.34
H  4.57740  6.20007  -3.74761  0.38
H  -0.34409  7.98357  0.12503  0.38
H  -2.58500  -8.82659  -4.41307  0.40
H  -4.92753  -4.56531  0.51952  0.37
H  0.92475  0.64516  -6.66374  0.49
H  -2.02826  0.17666  6.23291  0.39
H  3.18242  5.62201  -4.68537  0.45
H  -0.28595  -0.35575  4.48475  -0.02
H  -3.69449  3.32028  -0.36850  0.08
H  -3.23743  5.00042  2.18496  0.29
H  1.02369  -5.75533  -3.69295  0.41
H  0.66687  2.45723  6.90401  0.25
H  -5.42615  -2.74281  -3.90928  0.45
H  -1.16113  -7.29106  -3.15321  0.03
H  0.37079  1.31362  2.41542  -0.44
H  1.15240  -5.71316  -1.17804  0.12
H  -1.60255  4.40035  -4.06715  0.18
H  3.68137  4.44564  -2.37620  0.18
H  -4.72525  -2.64160  -2.32877  0.13
H  -6.80533  -3.79958  1.82092  0.35
H  -3.14350  2.69496  1.29739  -0.20
H  0.63315  2.45530  -0.34593  -1.00
H  3.60763  6.06336  4.60777  0.36
H  -1.62260  1.44782  5.01047  0.10
H  -1.55924  -0.51669  3.28257  -0.17
H  -3.59890  -7.33713  -4.14743  0.31
H  0.24472  2.99986  -2.55009  -0.95
H  2.04044  -6.13955  0.32749  0.43
H  -0.29958  -4.29069  0.01981  -0.01
H  3.04898  3.26762  3.31835  0.02
H  6.45467  1.24197  -1.90407  0.41
H  1.96996  4.59684  3.16959  0.29
H  -3.95636  -3.68806  -3.54909  0.27
H  -3.86941  5.57764  0.66447  0.46
H  2.00167  2.15140  0.70986  0.25
H  4.84511  1.67619  -2.58284  0.19
H  4.37907  4.52071  5.12490  0.37
H  -2.71618  -7.68419  -5.72668  0.34
H  2.08542  4.83600  -2.80658  -0.47
H  1.62144  -4.07581  -4.26979  0.49
H  2.90384  7.06214  -3.76923  0.36
H  -5.79628  -3.45709  3.13550  0.32
H  -2.05114  7.89146  0.37290  0.41
H  -0.83890  3.41696  6.95423  0.37
H  0.06285  5.10040  -4.24079  0.22
H  -4.74992  3.43407  0.93998  0.60
H  4.25981  -2.47265  2.55904  0.41
H  3.75801  0.06878  -0.94853  -0.45
H  -0.42589  0.73310  -5.47768  0.14
H  0.16669  2.97756  2.07211  0.07
H  -0.61190  3.79154  -5.34747  0.48
H  0.64914  -0.70598  -5.60209  0.22
H  -3.79302  -4.25223  1.99929  -0.08
H  -3.46284  -1.77917  -4.95245  0.39
H  -0.93774  1.82174  1.33248  -0.35
H  1.45581  -1.27147  2.62737  0.01
H  0.74718  4.13523  7.56799  0.41
H  5.29056  2.17776  -0.96870  0.28
H  -3.14393  0.49376  4.88880  0.30

For the frontier orbital gap, the calculation gives 0.4104 hartree. The SMILES is CCOC(=O)C(F)(F)F.CCOC(=O)C(F)(F)F.CCOC(=O)C(F)(F)F.CCOC(=O)C(F)(F)F.CCOC(=O)C(F)(F)F.CCOC(=O)C(F)(F)F.CCOC(=O)C(F)(F)F.CCOC(=O)C(F)(F)F.CCOS(C)(=O)=O.CCOS(C)(=O)=O.CCOS(C)(=O)=O.CCOS(C)(=O)=O. The highest occupied orbital energy is -0.3973 Eh. The calculation puts the energy relative to the best compared isomer or geometry (same formula, charge and spin) at 0.000 eV.